ORCA calculation (ωB97M-V/def2-TZVPD) on a 2-piece molecular cluster, C32H44N5O2S4 overall.

For the molecular weight, the calculation gives 659.005 g/mol. The calculated total energy comes out at -3262.436531 Eh. For the largest force on an atom, the calculation gives 1.45 eV/Å. The spin multiplicity is 1. The charge is +1.

```
87
Properties=species:S:1:pos:R:3:forces:R:3
S 4.5414 -1.5054 1.2994 0.28 -0.18 -0.02
S 2.3956 -2.0640 3.3199 0.04 -0.17 -0.01
S -2.9745 1.9479 -3.2814 -0.36 0.09 0.19
S -2.8428 3.8657 -5.5489 -0.02 0.08 -0.08
O -7.2436 1.6601 -5.9798 -0.20 0.00 -0.03
O 6.9773 -3.4704 3.7345 -0.06 -0.03 0.01
N -1.2926 1.4059 0.0870 0.22 0.23 0.14
N -4.9561 2.3346 -5.1156 0.35 -0.59 0.55
N 2.9599 -3.5504 1.1474 -1.33 0.57 0.00
N -0.6868 2.5319 0.4394 -0.09 -0.50 0.16
N 0.8852 3.8726 1.5275 0.16 -0.30 0.29
C 0.5595 4.3218 2.9218 -0.08 0.16 0.11
C -1.9881 4.4273 3.3044 0.19 0.16 -0.33
C 5.8827 -4.3624 3.5852 0.13 0.19 -0.04
C 2.3944 -4.4312 -2.3983 -0.09 -0.06 -0.04
C 0.3933 -6.4142 2.8798 -0.22 -0.03 -0.01
C 2.6978 -4.5036 -1.0536 0.14 -0.22 -0.01
C 0.4055 2.5911 1.2210 -0.05 0.07 -0.11
C 2.0544 -4.5300 1.7371 0.66 -0.15 0.05
C 4.4969 0.0686 2.1627 0.02 0.16 -0.06
C -3.6713 2.7624 -4.7100 0.03 0.29 -0.33
C 1.7576 -6.4754 3.0865 -0.03 -0.23 0.21
C -2.0334 3.2776 -2.5034 0.24 -0.12 0.08
C 2.0705 -2.0761 -2.1936 -0.11 0.16 -0.21
C 2.5940 -5.5356 2.5146 0.10 -0.07 0.03
C 2.2719 1.3772 2.4775 0.02 0.04 -0.14
C 0.6968 -4.4729 1.5054 -0.20 0.28 -0.11
C -0.6784 5.2047 3.0333 -0.33 -0.19 -0.05
C -0.1340 -5.4130 2.0793 -0.21 -0.03 0.03
C -5.9434 2.2991 -4.0280 -0.17 -0.01 -0.01
C 0.3810 0.2174 1.3038 -0.04 0.38 -0.06
C -1.2821 3.7769 -0.1220 -0.10 0.16 -0.50
C -0.7769 0.2803 0.5207 0.24 -0.06 0.13
C 3.1836 -2.4304 1.9245 0.33 0.08 0.13
C 2.3717 -2.1441 -0.8450 -0.27 0.13 0.23
C -2.4618 3.5192 -1.0466 0.00 0.32 -0.08
C -7.2666 1.7251 -4.5784 0.17 -0.09 0.23
C -6.2866 0.7084 -6.3793 0.02 -0.02 -0.06
C 2.6782 -3.3651 -0.2653 0.68 -0.19 -0.03
C 3.5188 1.1067 1.5852 0.00 0.10 0.48
C 2.0700 -3.2130 -2.9772 0.06 -0.24 -0.13
C 1.0072 1.3955 1.6681 -0.29 -0.23 -0.11
C -4.8889 1.0266 -5.7917 -0.40 0.20 -0.27
H -3.0610 4.4309 -1.0116 -0.05 -0.03 -0.01
H 2.4041 -5.3403 -2.9828 0.01 0.02 -0.09
H -7.4133 0.7158 -4.1714 -0.05 -0.03 -0.01
H -0.5140 5.9202 3.8372 0.05 0.01 0.01
H -5.6217 1.6792 -3.1846 0.10 0.00 0.00
H -0.4779 4.2583 -0.6784 0.04 0.07 0.10
H -4.5920 0.2400 -5.0865 0.12 -0.04 -0.02
H 2.9489 -5.4558 -0.6059 -0.01 0.00 0.03
H 4.3516 -0.0848 3.2301 -0.03 -0.09 0.02
H -1.3011 -0.6204 0.2294 -0.05 0.07 -0.08
H -1.8117 3.3504 3.3203 -0.06 -0.05 0.14
H -3.1010 2.7195 -0.6886 0.02 -0.04 0.12
H -0.9691 3.0500 -2.5738 0.01 -0.11 0.02
H -6.6028 -0.2898 -6.0533 0.00 -0.03 0.01
H 3.2136 0.8116 0.5818 0.07 0.05 -0.06
H 5.8305 -4.7552 2.5641 -0.04 -0.04 0.02
H -6.2723 0.7138 -7.4661 0.04 0.10 -0.02
H -2.4364 4.7273 4.2471 -0.02 -0.13 0.07
H 2.1737 0.5981 3.2299 0.03 -0.07 -0.02
H 2.3498 -1.2371 -0.2574 0.01 -0.04 0.01
H 6.8441 -2.7394 3.1244 0.02 0.00 -0.02
H 4.0605 2.0510 1.5159 0.00 0.00 -0.29
H -8.1128 2.3265 -4.2567 -0.03 0.10 -0.18
H 2.1721 -7.2634 3.7003 0.05 0.00 0.00
H 3.6575 -5.6055 2.6800 0.11 0.14 -0.07
H -0.7829 5.7842 2.1168 0.18 0.16 0.04
H 2.4118 2.3181 3.0077 -0.09 -0.01 0.03
H 1.8257 -3.1631 -4.0289 0.00 0.06 -0.02
H -0.2633 -7.1429 3.3353 0.01 -0.03 -0.01
H -2.1879 4.1697 -3.1051 0.01 -0.01 -0.09
H -2.7272 4.6153 2.5256 -0.09 0.01 0.05
H 4.9369 -3.8725 3.8360 -0.05 -0.06 0.01
H 1.4367 4.8587 3.2787 0.02 0.07 -0.12
H 0.7759 -0.7389 1.6277 -0.03 0.00 0.04
H 1.8225 -1.1233 -2.6424 0.01 0.06 0.04
H 0.4356 3.4574 3.5824 0.08 -0.05 0.00
H 0.2848 -3.6857 0.8860 0.02 -0.01 -0.05
H -6.0719 3.3161 -3.6571 -0.01 0.04 -0.07
H 5.5194 0.4214 2.0220 0.02 0.01 0.02
H 1.8960 3.8374 1.4643 0.01 0.08 -0.13
H -1.5493 4.4504 0.6820 0.02 -0.22 0.23
H -1.1992 -5.3560 1.9034 -0.04 -0.04 0.01
H 6.0435 -5.1889 4.2739 0.00 -0.01 0.00
H -4.1637 1.0937 -6.5996 0.15 -0.04 0.10
```
Forces are in eV/Å.

ORCA calculation (ωB97M-V/def2-TZVPD) on an isolated ion of composition C5H7N2 and charge +1.

For the molecular weight, the calculation gives 95.125 g/mol. For the largest force on an atom, the calculation gives 3.89 eV/Å. The calculation puts the energy above the lowest of the compared OMol25 structures with the same formula, charge and spin at 6.914 eV. The spin multiplicity is 1. The charge is +1.

```
14
Properties=species:S:1:pos:R:3:forces:R:3
N 2.3693 0.7390 1.1139 -1.34 -0.06 0.38
N -1.8467 -0.1325 0.2333 0.68 0.53 0.64
C 0.9585 -0.2601 -0.7151 0.47 2.20 -0.08
C 1.6646 0.0201 0.2880 2.07 2.20 2.13
C -1.3912 -0.6980 -0.9381 1.95 -1.89 -2.79
C -0.1043 -0.8819 -1.3973 -3.32 -1.20 1.05
C -1.1993 0.4379 1.2636 -0.82 -0.61 -1.26
H -2.2764 -1.0950 -1.5211 1.54 0.35 0.39
H -2.0259 0.6802 1.9346 0.06 0.18 0.44
H 3.3524 0.7882 1.2556 1.27 -1.23 -0.97
H 0.1909 -1.4530 -2.2592 -0.56 0.02 -0.42
H 1.0663 0.7382 -1.2252 0.67 -0.23 0.09
H -2.8246 -0.3071 0.1286 -1.19 0.64 1.37
H 2.0664 1.4240 1.8385 -1.49 -0.90 -0.96
```
Forces are in eV/Å.

ORCA calculation (ωB97M-V/def2-TZVPD) on one molecule with the formula C19H20F3N3O3S.

For the molecular weight, the calculation gives 427.448 g/mol. For the largest force on an atom, the calculation gives 4.56 eV/Å. The calculation puts the energy above the lowest of the compared OMol25 structures with the same formula, charge and spin at 4.086 eV. The spin multiplicity is 1. The charge is 0.

```
49
Properties=species:S:1:pos:R:3:forces:R:3
S -1.6411 1.1981 1.0698 -1.09 -1.28 0.88
F -2.3361 4.6787 -2.7599 2.24 0.69 -0.10
F -0.5626 4.1729 -4.0293 -0.81 -0.12 0.36
F -0.3434 5.8400 -2.7705 -1.39 -1.18 1.30
O -3.1445 -5.9970 -0.5384 -0.69 0.91 1.91
O 6.8954 2.0198 0.5551 -1.76 -0.10 -3.12
O -4.9231 -1.6084 0.1258 -2.07 1.05 -1.25
N -4.0954 -3.6349 0.6850 2.44 1.89 2.29
N 0.6290 2.1923 0.3742 -3.18 -0.81 0.15
N -1.2356 2.7813 -1.0111 -1.41 0.51 -1.70
C -2.7633 -1.3628 0.9848 0.83 -0.88 -0.81
C 4.6099 1.8219 1.4197 0.55 -1.11 2.65
C -0.4760 3.5507 -1.8041 2.16 0.72 3.94
C -4.0044 -2.2200 0.5617 0.69 -1.04 0.48
C 2.8097 2.7765 0.0426 -0.48 -0.82 1.70
C -0.9589 4.6145 -2.7881 -0.79 -1.12 -2.06
C -2.4097 -0.1515 0.0456 -3.21 1.12 1.34
C 3.2723 2.1231 1.2745 -1.38 0.76 -2.06
C 1.3769 2.9559 -0.3553 2.24 -0.95 1.55
C 0.8592 3.6729 -1.3883 -0.78 1.44 -3.18
C -4.3633 -5.3065 -1.0029 1.52 0.04 -1.30
C -5.0724 -4.4212 -0.0207 -1.26 0.40 -0.74
C 3.7399 3.0543 -0.8960 0.64 0.71 -0.20
C -2.2994 -5.2190 0.4321 -0.53 -0.83 -0.56
C -3.0443 -4.4139 1.4857 -2.18 -0.22 -1.57
C 5.0445 2.8540 -0.6100 2.95 -0.02 -0.60
C 5.5419 2.2086 0.5181 0.33 1.05 -1.95
C 7.6061 1.8814 1.6889 0.46 3.24 1.16
C -0.6751 2.1430 -0.0115 1.24 -0.17 0.18
H -1.6626 -4.5840 -0.1822 -0.01 0.33 0.08
H -3.5766 -5.0341 2.2363 0.02 -0.09 -0.75
H -3.3674 0.1951 -0.4177 0.85 -0.01 0.41
H -4.0128 -4.6816 -1.8431 -0.18 -0.05 0.14
H 5.0680 1.2921 2.2886 -1.17 0.31 -0.35
H -5.1037 -6.0095 -1.4327 0.80 -0.18 0.41
H -1.7369 -0.3494 -0.7193 1.26 -0.85 -1.26
H 7.8435 0.9445 1.9756 0.75 -3.57 0.46
H 5.7939 3.2253 -1.2957 0.08 -0.16 -0.26
H -5.7473 -3.7039 -0.6648 1.11 -1.38 1.63
H -2.9386 -1.0280 2.0213 0.37 -0.26 -0.37
H -2.3905 -3.8394 2.1369 0.10 0.64 -0.62
H 1.4131 4.3380 -2.0256 0.78 0.15 0.26
H 3.5250 3.5035 -1.8420 -0.40 0.20 -0.36
H 8.5335 2.4610 1.5636 -0.25 -0.14 0.26
H -5.6836 -5.1125 0.6229 0.36 1.14 -0.04
H -1.8894 -1.9928 0.8387 0.26 -0.22 1.05
H 2.5399 1.7919 2.0012 0.09 0.14 -0.06
H -1.6518 -5.9002 0.9849 -0.07 -0.55 -0.53
H 7.0085 2.2793 2.4753 -0.05 0.68 1.22
```
Forces are in eV/Å.

ORCA calculation (ωB97M-V/def2-TZVPD) on CH2NO3S2 as an isolated structure.

For the molecular weight, the calculation gives 140.165 g/mol. For the largest force on an atom, the calculation gives 5.62 eV/Å. The calculation puts the energy above the lowest of the compared OMol25 structures with the same formula, charge and spin at 2.222 eV. The spin multiplicity is 1. The charge is -1.

```
9
Properties=species:S:1:pos:R:3:forces:R:3
S 0.1296 -0.2609 -0.8643 -0.58 2.06 -0.89
S 2.6847 -0.5348 0.2729 0.25 -0.64 0.41
O -0.0757 1.5678 -0.7743 -4.79 -2.44 -1.63
O -2.1718 -0.5716 1.1808 0.56 0.33 -1.23
O -2.9324 0.1600 -0.8633 0.63 0.04 -0.40
N 0.9424 -0.4871 0.4225 1.12 -1.37 2.01
C -2.3019 -0.2056 0.0592 -1.05 -0.42 1.58
H 3.0018 -1.5807 1.1519 -0.59 0.91 -0.79
H 0.7234 1.9130 -0.5854 4.45 1.54 0.94
```
Forces are in eV/Å.

ORCA calculation (ωB97M-V/def2-TZVPD) on one molecule with the formula C2H3NO.

For the molecular weight, the calculation gives 57.052 g/mol. For the largest force on an atom, the calculation gives 2.62 eV/Å. The calculation puts the energy above the lowest of the compared OMol25 structures with the same formula, charge and spin at 4.557 eV. The spin multiplicity is 1. The charge is 0.

```
7
Properties=species:S:1:pos:R:3:forces:R:3
O -0.3444 0.3583 -1.0933 -1.52 -0.33 0.93
N -1.4913 -0.2935 -0.3687 -0.05 1.15 -0.25
C 0.6755 0.3528 -0.3109 1.20 -0.10 0.07
C 1.7029 0.2426 0.3223 0.39 0.82 2.46
H -1.2384 -1.2746 -0.4445 -0.03 0.10 0.74
H 2.2630 0.4975 1.2832 -0.75 -0.63 -2.25
H -1.5673 0.1170 0.6120 0.75 -1.00 -1.71
```
Forces are in eV/Å.

ORCA calculation (ωB97M-V/def2-TZVPD) on one molecule with the formula C4H4OS.

For the molecular weight, the calculation gives 100.142 g/mol. For the largest force on an atom, the calculation gives 1.71 eV/Å. The calculation puts the energy above the lowest of the compared OMol25 structures with the same formula, charge and spin at 2.884 eV. The spin multiplicity is 1. The charge is 0.

```
10
Properties=species:S:1:pos:R:3:forces:R:3
S 1.7710 0.4811 -0.1755 -0.72 -0.35 0.19
O 0.1366 -1.4681 0.5324 0.01 -0.32 0.34
C -0.8318 0.6894 0.2613 -0.16 -0.34 0.08
C 1.0808 -1.0670 -0.3845 -1.12 1.29 0.02
C 0.3881 1.2888 0.4491 0.71 -0.19 -0.20
C -0.8999 -0.6696 0.0041 1.27 0.13 -0.55
H 0.5491 2.2722 0.8467 0.00 0.19 0.13
H -1.7394 1.2748 0.2703 -0.06 0.10 -0.06
H -1.6957 -1.1824 -0.5109 -0.12 -0.16 0.12
H 1.2412 -1.6192 -1.2930 0.19 -0.36 -0.07
```
Forces are in eV/Å.